Here is the molecule C8H12O3 in a non-equilibrium geometry from OMol25. Energies are from ωB97M-V with the def2-TZVPD basis set.

The geometry in ORCA input format:
```
! wB97M-V def2-TZVPD RIJCOSX def2/J DEFGRID3
* xyz 0 1
H 0.5180 0.8029 2.2267
O -1.6148 -1.1335 -1.0386
H 1.8504 1.7443 0.2836
C 0.9312 -0.6216 0.1758
H -0.5180 1.6320 -1.0667
H -0.4895 -2.7977 -1.2088
H -1.7221 2.3725 0.6248
O -0.4296 0.3872 2.0425
O -2.0904 2.3425 -0.2521
H -1.9805 1.0776 -1.7881
C 2.1513 -0.2309 -0.1722
H -2.4365 0.0069 0.5230
H 0.3671 -2.6181 1.3094
C -1.5564 -0.0726 -0.1528
H 2.9600 -0.9176 -0.4478
H -1.6810 -2.9474 0.0880
H 3.4886 1.3691 0.3093
C -1.4495 1.2552 -0.9240
C -0.3511 -0.3336 0.8211
H 2.5356 1.4961 -1.3056
C 2.5226 1.2320 -0.2605
C 0.0213 -1.7585 0.6125
C -1.0267 -2.2870 -0.3996
*
```

As for the molar mass: 156.18 g/mol. The calculation puts the HOMO-LUMO gap at 0.363 Ha. The calculation puts the HOMO energy at -0.3408 hartree. The max |F| comes out at 3.8 eV Å⁻¹. Its energy is -537.62032 hartree. The energy relative to the best compared isomer or geometry (same formula, charge and spin) is 366.2 kJ/mol.


Here is a structure of composition C8H12OS in a non-equilibrium geometry from OMol25. Energies are from ωB97M-V with the def2-TZVPD basis set.

The geometry in ORCA input format:
```
! wB97M-V def2-TZVPD RIJCOSX def2/J DEFGRID3
* xyz 0 1
H -1.8168 -0.2820 2.4652
C 2.0422 1.6654 1.1434
C 0.3212 -0.2643 -1.3301
H 0.0044 0.7044 -3.1446
H -1.8285 -2.4445 -0.0255
H 1.4389 2.5206 0.7985
O 1.4157 0.4412 -0.8554
H -0.3540 0.5603 3.0019
H 1.0231 -0.7149 -3.2546
H -1.4074 1.2220 1.6632
C -1.8488 -1.4027 -0.5578
C -1.0961 0.4539 2.2795
C 0.1567 -0.3107 -2.8322
H 3.0131 1.7257 0.5614
H -2.5672 -0.8954 0.0379
S 1.4863 -1.2269 1.3912
H -0.7136 -0.9444 -2.9649
H 2.0103 1.5868 2.2162
H -2.1935 -1.6159 -1.5756
C 0.0655 -0.3077 0.8736
C -0.4484 -0.8656 -0.3780
C 1.2971 0.3946 0.4865
*
```

As for the molar mass: 156.25 g/mol. The calculation puts the HOMO-LUMO gap at 0.321 Ha. The calculation puts the HOMO energy at -0.2917 hartree. The max |F| comes out at 5.9 eV Å⁻¹. Its energy is -785.33755 hartree. The energy relative to the best compared isomer or geometry (same formula, charge and spin) is 253.4 kJ/mol.


Here is the molecule C8H12S in a non-equilibrium geometry from OMol25. Energies are from ωB97M-V with the def2-TZVPD basis set.

The geometry in ORCA input format:
```
! wB97M-V def2-TZVPD RIJCOSX def2/J DEFGRID3
* xyz 0 1
H 0.7942 2.4109 -1.3503
C -1.8084 -1.4485 -0.9222
H 1.0745 -0.3875 1.7379
H 0.8001 -0.5850 -1.4257
H 0.0575 -2.6537 -1.0112
C 1.4265 -0.1927 0.6407
H -2.3585 -2.2331 -1.2029
C 0.3409 -0.3716 -0.4751
S -0.3125 1.8634 -1.9292
H 3.2648 -0.0068 1.2799
H 0.0990 1.7883 1.0528
H -1.2191 0.7383 1.5555
H 3.1778 -0.0849 -0.4944
C 2.7261 -0.0708 0.3897
C -2.0159 -0.1284 -1.0474
C -0.3974 -1.7589 -0.3559
H -0.5592 -2.2496 0.5320
H -1.8161 2.1521 0.7625
C -0.8700 0.7374 -0.4432
H -2.8104 0.3938 -1.4784
C -1.0003 1.4286 0.8793
*
```

As for the molar mass: 140.25 g/mol. The calculation puts the HOMO-LUMO gap at 0.354 Ha. The calculation puts the HOMO energy at -0.3204 hartree. The max |F| comes out at 5.3 eV Å⁻¹. Its energy is -710.09232 hartree. The energy relative to the best compared isomer or geometry (same formula, charge and spin) is 294.5 kJ/mol.


Here is a structure of composition C8H12S in a non-equilibrium geometry from OMol25. Energies are from ωB97M-V with the def2-TZVPD basis set.

The geometry in ORCA input format:
```
! wB97M-V def2-TZVPD RIJCOSX def2/J DEFGRID3
* xyz 0 3
C -0.2870 -1.0269 0.0742
C 1.0967 -1.3480 0.5391
H 2.9355 0.0389 0.3923
H 2.0281 2.3453 0.7984
H -2.4334 -0.6132 -1.6959
H 2.2858 -0.5581 -1.1731
C -1.6901 -1.4892 0.0737
H -1.9434 -2.4463 -0.4532
S -3.5403 0.6365 0.0490
H 0.4569 2.9220 0.3124
H 1.4413 -2.3976 0.2257
C 1.0347 2.0433 0.6336
H -2.3825 -1.8466 0.9480
C 1.9952 -0.2502 -0.2007
C 0.9961 0.9660 -0.4443
H -2.8066 1.3291 0.8053
H 1.4214 1.4155 -1.3395
H 1.1879 -1.2131 1.5991
H 0.5911 1.5407 1.5646
C -0.3008 0.1463 -0.5634
C -2.2017 -0.2851 -0.7222
*
```

As for the molar mass: 140.25 g/mol. The calculation puts the HOMO-LUMO gap (alpha / beta) at 0.222 / 0.240 Ha. The calculation puts the HOMO energy (alpha / beta) at -0.1875 / -0.3302 hartree. As for the expectation value of S²: 2.01. The max |F| comes out at 6.5 eV Å⁻¹. Its energy is -709.91462 hartree. The energy relative to the best compared isomer or geometry (same formula, charge and spin) is 0.0 kJ/mol.